{
  "formula": "C6H14N2O",
  "method": "ωB97M-V/def2-TZVPD",
  "smiles": "C[C@@H]1C[C@@H](ON)CCN1",
  "homo_lumo_gap_ev": 9.52,
  "e_lumo_ev": 1.0,
  "e_tot_ev": -11473.0830,
  "relative_energy_kj_mol": 452.2,
  "largest_force_ev_per_a": 5.43,
  "multiplicity": 1,
  "species": ["C", "C", "C", "C", "O", "N", "C", "C", "N", "H", "H", "H", "H", "H", "H", "H", "H", "H", "H", "H", "H", "H", "H"],
  "positions_angstrom": [[2.2630, -1.1008, -0.5830], [1.3624, -0.4795, 0.5709], [-0.0860, -0.9571, 0.3260], [-0.9404, -0.0603, -0.5142], [-2.2913, -0.4237, -0.6159], [-2.9048, -0.3492, 0.5693], [-0.8823, 1.3048, -0.1987], [0.6603, 1.6549, -0.2646], [1.4805, 0.9036, 0.6776], [3.2400, -0.7077, -0.5731], [1.7463, -0.8956, -1.5221], [2.5117, -2.2530, -0.4916], [1.8042, -1.0896, 1.4900], [-0.5122, -0.8133, 1.2840], [-0.2390, -1.9816, -0.0721], [-0.7329, -0.2960, -1.5743], [-3.9639, -0.0193, 0.4787], [-2.7690, -1.3616, 0.9482], [-1.4222, 1.5209, 0.6703], [-1.4427, 2.0132, -0.8393], [0.8903, 2.7530, -0.1077], [1.0003, 1.4305, -1.2923], [1.2278, 1.2076, 1.6340]],
  "forces_ev_per_a": [[-0.91, -1.65, 0.54], [1.66, -5.14, -0.51], [-0.30, -0.19, 0.45], [-0.39, -2.37, -3.45], [-0.67, -1.06, -2.52], [-2.84, -1.44, 3.77], [2.52, 4.45, -0.94], [-0.44, 1.46, 0.21], [0.01, 1.99, 1.39], [1.08, 1.06, -0.12], [0.43, -0.24, -0.26], [-1.26, 2.10, -0.01], [-1.18, 1.84, -1.29], [-0.82, -0.65, 1.40], [0.52, 0.39, 0.60], [0.78, 0.67, 0.11], [3.06, -1.49, -0.09], [-1.48, 2.35, -0.29], [0.08, 0.07, 2.26], [0.42, -0.76, -0.72], [-0.45, -1.19, -0.12], [-0.13, 0.03, 0.39], [0.30, -0.23, -0.80]],
  "mulliken_charge": [-1.45, 0.13, -1.03, 0.93, -0.32, -0.65, -0.94, -0.72, -0.33, 0.42, 0.28, 0.31, 0.30, 0.53, 0.27, 0.04, 0.22, 0.22, 0.45, 0.34, 0.37, 0.30, 0.32]
}

{
  "formula": "C6H14N2",
  "method": "ωB97M-V/def2-TZVPD",
  "smiles": "CC/C(=C\\N)CCN",
  "homo_lumo_gap_ev": 8.74,
  "e_lumo_ev": 1.0,
  "e_tot_ev": -9427.9191,
  "relative_energy_kj_mol": 151.0,
  "largest_force_ev_per_a": 1.83,
  "multiplicity": 1,
  "species": ["C", "C", "C", "C", "N", "C", "C", "N", "H", "H", "H", "H", "H", "H", "H", "H", "H", "H", "H", "H", "H", "H"],
  "positions_angstrom": [[2.5383, -0.4767, -0.6896], [1.1253, 0.1199, -0.8817], [0.1453, -0.2789, 0.1976], [0.3806, -0.2879, 1.5213], [1.5656, 0.0900, 2.1581], [-1.2185, -0.6999, -0.3198], [-2.0078, 0.5092, -0.8167], [-3.2360, 0.7534, -0.0837], [2.6106, -1.3051, 0.0246], [3.3540, 0.1490, -0.3287], [2.9175, -0.6683, -1.7099], [0.7906, -0.3364, -1.8041], [1.1807, 1.1831, -1.1215], [-0.4562, -0.5375, 2.1662], [2.2244, 0.3976, 1.4671], [1.5862, 0.6883, 2.9543], [-1.7555, -1.2676, 0.4495], [-0.9820, -1.4778, -1.0544], [-1.4760, 1.4746, -0.8223], [-2.1961, 0.3933, -1.8986], [-3.6385, -0.0713, 0.3323], [-3.4522, 1.6491, 0.2599]],
  "forces_ev_per_a": [[0.97, 0.36, -0.62], [0.70, -0.66, 0.48], [-0.29, 0.08, 0.71], [-0.66, 0.78, -0.25], [0.53, -0.66, -0.97], [1.23, -0.28, 0.68], [-0.70, 0.80, -1.09], [0.27, -1.65, -0.74], [-0.45, -0.35, -0.75], [-0.36, 0.88, 0.30], [-0.08, -0.77, 0.57], [-0.38, -0.07, -0.24], [-0.09, 0.19, 0.38], [0.22, -0.18, 0.14], [0.41, 0.22, 0.13], [-0.57, 0.18, 0.42], [-0.12, 0.44, 0.08], [-0.53, 0.37, -0.54], [0.48, -0.55, 0.43], [-0.30, -0.27, 0.15], [-0.18, 0.56, 0.20], [-0.11, 0.58, 0.53]],
  "mulliken_charge": [-1.41, -0.43, 0.33, -0.31, -0.50, -1.26, -0.18, -0.46, 0.41, 0.40, 0.33, 0.36, 0.32, 0.33, 0.15, 0.24, 0.49, 0.40, 0.30, 0.15, 0.17, 0.17]
}

{
  "formula": "C4H6O2",
  "method": "ωB97M-V/def2-TZVPD",
  "smiles": "CC(C=O)C=O",
  "homo_lumo_gap_ev": 10.51,
  "e_lumo_ev": 0.4,
  "e_tot_ev": -8339.3939,
  "relative_energy_kj_mol": 103.0,
  "largest_force_ev_per_a": 0.56,
  "multiplicity": 1,
  "species": ["C", "C", "C", "O", "C", "O", "H", "H", "H", "H", "H", "H"],
  "positions_angstrom": [[0.4925, 1.2308, -0.3038], [-0.0919, -0.1749, -0.3585], [0.7742, -1.2339, 0.3091], [0.5934, -2.4173, 0.1575], [-1.4645, -0.2677, 0.3062], [-2.0125, 0.6596, 0.8460], [0.1659, 1.8193, -1.1643], [0.1558, 1.7519, 0.5967], [1.5875, 1.2086, -0.3123], [-0.2371, -0.5300, -1.3893], [1.5734, -0.8524, 0.9802], [-1.9196, -1.2776, 0.2770]],
  "forces_ev_per_a": [[0.05, 0.08, -0.02], [0.00, 0.07, -0.03], [-0.13, -0.42, -0.03], [0.13, 0.54, 0.09], [-0.21, 0.22, 0.18], [0.23, -0.41, -0.27], [0.01, -0.06, 0.13], [0.09, -0.09, -0.11], [-0.15, -0.03, -0.02], [0.01, 0.03, 0.16], [-0.07, -0.04, -0.09], [0.02, 0.12, 0.00]],
  "mulliken_charge": [-1.32, 0.51, -0.15, -0.46, -0.13, -0.47, 0.32, 0.33, 0.37, 0.28, 0.33, 0.38]
}